[1]
DFT (ωB97M-V/def2-TZVPD) results for a molecular structure, C20H16CoN4O5 at a distorted geometry.

Structure (ORCA input):
```
! wB97M-V def2-TZVPD RIJCOSX def2/J DEFGRID3
* xyz 0 2
Co -1.167 -0.367 -2.280
O -4.032 1.785 -0.615
C -3.342 1.097 -1.335
O -2.469 0.205 -0.970
C -3.442 1.190 -2.861
C -4.494 1.644 -3.631
C -4.423 1.455 -5.009
C -3.337 0.794 -5.577
C -2.327 0.367 -4.738
N -2.388 0.628 -3.439
C -1.137 -0.547 -5.063
O -0.729 -0.660 -6.197
O -0.706 -1.153 -3.999
H -5.350 2.106 -3.159
H -5.234 1.794 -5.640
H -3.280 0.588 -6.637
C 0.250 -3.593 4.287
C 0.902 -2.275 3.968
C 0.194 -1.240 3.370
C 0.793 -0.026 3.066
C 2.140 0.171 3.348
N 2.831 1.382 3.095
C 2.484 2.473 2.344
O 2.848 3.594 2.627
N 1.660 2.260 1.236
C 1.666 1.222 0.312
C 2.635 0.216 0.258
C 2.542 -0.759 -0.717
C 1.493 -0.733 -1.617
N 0.560 0.227 -1.564
C 0.650 1.181 -0.639
C 2.861 -0.859 3.947
C 2.247 -2.059 4.255
H -0.829 -3.484 4.391
H 0.650 -4.010 5.210
H 0.438 -4.314 3.488
H -0.857 -1.372 3.143
H 0.197 0.761 2.627
H 3.547 1.605 3.768
H 1.187 3.105 0.957
H 3.458 0.208 0.955
H 3.289 -1.537 -0.782
H 1.405 -1.455 -2.420
H -0.121 1.942 -0.657
H 3.912 -0.712 4.171
H 2.826 -2.845 4.726
*
```

## Properties
relative energy (zero: lowest compared OMol25 entry of this formula, charge and spin) = 26.25 kcal/mol
gap between HOMO and LUMO (alpha / beta) = 8.261 / 8.634 eV
<S²> = 1.00

natural (NBO) atomic charge list, values in e, 8 entries: 1.2885, -0.6005, 0.7480, -0.8048, 0.1148, -0.2148, -0.1427, -0.2205

[2]
DFT (ωB97M-V/def2-TZVPD) results for a molecular structure, C20H16CoN6O2S2 at a distorted geometry.

Structure (ORCA input):
```
! wB97M-V def2-TZVPD RIJCOSX def2/J DEFGRID3
* xyz 1 5
Co 8.801 10.046 9.207
C 9.888 8.436 14.201
S 11.095 9.580 13.397
C 10.580 9.491 11.748
S 9.245 8.714 11.223
N 11.304 10.381 10.986
N 10.684 10.769 9.880
C 11.397 11.610 9.215
C 10.838 11.974 7.957
C 11.548 12.894 7.086
C 10.988 13.078 5.861
C 9.719 12.576 5.519
C 9.119 11.739 6.484
N 9.655 11.480 7.675
H 9.615 8.675 15.229
H 10.177 7.388 14.070
H 8.937 8.551 13.651
H 12.402 11.873 9.530
H 12.545 13.424 7.315
H 11.557 13.713 5.214
H 9.146 12.823 4.626
H 8.111 11.329 6.245
O 4.999 10.532 7.764
C 5.999 10.450 8.424
N 7.066 9.636 8.235
C 7.006 8.559 7.300
O 6.061 8.208 6.621
C 8.320 7.854 7.215
C 8.407 6.688 6.444
C 9.559 5.926 6.505
C 10.577 6.359 7.352
C 10.396 7.518 8.053
N 9.304 8.243 7.977
C 6.141 11.316 9.705
C 5.046 11.941 10.235
C 5.207 12.985 11.172
C 6.523 13.294 11.542
C 7.545 12.464 11.056
N 7.362 11.462 10.217
H 7.552 6.411 5.866
H 9.681 4.953 6.020
H 11.507 5.756 7.503
H 11.159 7.950 8.707
H 4.052 11.725 9.846
H 4.366 13.496 11.622
H 6.710 14.025 12.299
H 8.564 12.643 11.368
*
```

## Properties
gap between HOMO and LUMO (alpha / beta) = 7.129 / 5.186 eV
<S²> = 6.06

natural (NBO) atomic charge list, values in e, 8 entries: 1.4094, -0.7543, 0.4289, -0.2135, 0.0212, -0.1796, -0.3486, 0.1774

[3]
DFT (ωB97M-V/def2-TZVPD) results for a molecular structure, C20H16F6HgN3O3P at a distorted geometry.

Structure (ORCA input):
```
! wB97M-V def2-TZVPD RIJCOSX def2/J DEFGRID3
* xyz 0 1
Hg 0.131 -0.805 0.563
O 1.543 -0.203 4.356
C 1.316 -0.348 3.179
N 0.111 -0.433 2.553
C -1.089 -0.335 3.182
O -1.318 -0.184 4.359
C -2.263 -0.428 2.205
C -3.546 -0.407 2.739
C -4.634 -0.489 1.889
C -4.395 -0.601 0.527
C -3.088 -0.632 0.073
N -2.044 -0.533 0.890
C 2.486 -0.444 2.202
C 3.767 -0.399 2.736
C 4.859 -0.480 1.891
C 4.626 -0.608 0.529
C 3.319 -0.664 0.071
N 2.274 -0.574 0.888
H -3.639 -0.331 3.811
H -5.639 -0.477 2.282
H -5.210 -0.669 -0.173
H -2.865 -0.750 -0.981
H 3.855 -0.307 3.806
H 5.864 -0.449 2.286
H 5.443 -0.666 -0.173
H 3.097 -0.791 -0.983
C 0.041 3.915 -0.328
C 0.031 2.476 -0.763
O 0.227 1.591 0.059
C -0.214 2.177 -2.186
C -0.213 0.844 -2.608
C -0.443 0.513 -3.927
C -0.675 1.516 -4.856
C -0.672 2.844 -4.455
C -0.443 3.180 -3.133
H 0.219 3.967 0.743
H -0.914 4.384 -0.555
H 0.827 4.456 -0.850
H -0.021 0.053 -1.885
H -0.437 -0.524 -4.223
H -0.853 1.258 -5.890
H -0.848 3.622 -5.184
H -0.444 4.223 -2.852
F 0.743 -2.653 -1.175
P 0.269 -3.993 -0.263
F 1.041 -3.265 1.005
F -1.082 -3.112 0.138
F -0.208 -5.172 0.691
F -0.515 -4.559 -1.535
F 1.622 -4.736 -0.672
*
```

## Properties
relative energy (zero: lowest compared OMol25 entry of this formula, charge and spin) = 7.40 kcal/mol
gap between HOMO and LUMO = 8.359 eV

natural (NBO) atomic charge list, values in e, 8 entries: 1.6537, -0.5487, 0.6415, -0.9096, 0.6402, -0.5506, 0.1308, -0.2008

[4]
DFT (ωB97M-V/def2-TZVPD) results for a molecular structure, C20H16LiNO3.

Structure (ORCA input):
```
! wB97M-V def2-TZVPD RIJCOSX def2/J DEFGRID3
* xyz -2 1
Li -0.879 -2.213 0.937
O 0.808 -1.277 0.265
C 1.043 -0.145 1.118
C 0.345 -0.432 2.514
O 0.418 0.513 3.310
O -0.180 -1.556 2.620
C 0.447 1.076 0.431
C -0.815 1.553 0.766
C -1.397 2.568 0.020
C -0.726 3.127 -1.058
C 0.536 2.662 -1.397
C 1.113 1.641 -0.656
C 2.532 0.003 1.378
C 3.400 -1.057 1.143
C 4.757 -0.932 1.420
C 5.261 0.250 1.940
C 4.394 1.308 2.190
C 3.042 1.185 1.913
H 0.654 -0.985 -0.642
H -1.349 1.118 1.599
H -2.396 2.898 0.272
H -1.194 3.908 -1.645
H 1.066 3.081 -2.244
H 2.099 1.274 -0.919
H 2.994 -1.975 0.742
H 5.420 -1.769 1.229
H 6.319 0.347 2.156
H 4.773 2.234 2.607
H 2.357 1.994 2.126
N -2.153 -3.047 -0.142
C -2.912 -2.440 -0.977
C -3.376 -1.029 -0.866
C -4.077 -0.360 -1.840
C -4.486 -0.964 -3.043
C -4.164 -2.332 -3.175
C -3.466 -3.032 -2.226
H -3.115 -0.506 0.056
H -4.329 0.689 -1.663
H -5.046 -0.429 -3.802
H -4.485 -2.865 -4.074
H -3.233 -4.085 -2.382
*
```

## Properties
relative energy (zero: lowest compared OMol25 entry of this formula, charge and spin) = 5.69 kcal/mol
gap between HOMO and LUMO = 2.947 eV

natural (NBO) atomic charge list, values in e, 8 entries: 0.8381, -0.7423, 0.0705, 0.7702, -0.7461, -0.7731, -0.0502, -0.1051

[5]
DFT (ωB97M-V/def2-TZVPD) results for a molecular structure, C20H17AsBrIrN4O2S5 at a distorted geometry.

Structure (ORCA input):
```
! wB97M-V def2-TZVPD RIJCOSX def2/J DEFGRID3
* xyz 0 1
Ir 2.230 -1.756 0.509
S 5.493 -5.231 -0.499
As 3.647 -4.354 0.031
S 2.856 -2.948 -1.497
S 3.796 -3.012 1.795
S 2.214 -5.874 0.427
C 3.348 0.561 2.874
O 2.643 0.471 1.647
C 1.936 1.561 1.238
C 1.821 2.728 1.980
C 1.070 3.779 1.475
Br 0.920 5.368 2.498
C 0.435 3.696 0.257
C 0.545 2.528 -0.503
C 1.308 1.466 -0.017
O 1.453 0.280 -0.715
C -0.142 2.512 -1.786
N -0.446 3.602 -2.437
C -1.106 3.203 -3.562
C -1.634 3.954 -4.608
C -2.268 3.277 -5.625
C -2.404 1.885 -5.610
C -1.884 1.122 -4.586
C -1.216 1.790 -3.571
N -0.565 1.373 -2.436
H 2.668 0.751 3.711
H 4.104 1.349 2.826
H 3.835 -0.403 3.010
H 2.319 2.838 2.929
H -0.149 4.510 -0.140
H 1.688 0.446 -1.637
H -1.546 5.028 -4.606
H -2.677 3.828 -6.457
H -2.934 1.401 -6.419
H -1.998 0.049 -4.576
H -0.516 0.428 -2.086
N -4.118 -4.100 2.809
C -3.270 -3.224 3.376
S -3.628 -2.612 4.875
C -2.076 -2.801 2.661
C -1.797 -3.161 1.333
C -0.661 -2.679 0.723
N 0.211 -1.855 1.323
C -0.040 -1.525 2.600
C -1.137 -1.971 3.293
H -4.915 -4.390 3.352
H -3.902 -4.611 1.970
H -2.463 -3.790 0.763
H -0.429 -2.942 -0.301
H 0.676 -0.865 3.068
H -1.295 -1.679 4.320
*
```

## Properties
gap between HOMO and LUMO (alpha / beta) = 4.509 / 4.450 eV

natural (NBO) atomic charge list, values in e, 8 entries: 0.7817, -0.6200, 0.8869, -0.3480, -0.3246, -0.6916, -0.2587, -0.5308

[6]
DFT (ωB97M-V/def2-TZVPD) results for a molecular structure, C20H17BClCuF4I2N2O.

Structure (ORCA input):
```
! wB97M-V def2-TZVPD RIJCOSX def2/J DEFGRID3
* xyz -1 2
Cu 0.809 -0.834 -0.151
I -6.572 -0.740 1.794
C -4.581 -1.159 1.275
C -4.015 -2.369 1.649
C -2.699 -2.608 1.303
I -1.797 -4.398 1.912
C -1.887 -1.695 0.573
O -0.658 -1.992 0.307
C -2.514 -0.465 0.221
C -1.809 0.575 -0.620
N -0.477 0.947 -0.107
C -0.517 1.578 1.204
C -0.196 0.613 2.329
C -0.803 0.724 3.573
C -0.453 -0.165 4.573
C 0.494 -1.142 4.308
C 1.045 -1.188 3.041
N 0.712 -0.328 2.078
C -3.837 -0.225 0.575
H -4.580 -3.104 2.204
H -1.689 0.214 -1.641
H -2.452 1.463 -0.662
H 0.002 1.526 -0.788
H 0.221 2.380 1.236
H -1.498 2.022 1.394
H -1.563 1.479 3.738
H -0.929 -0.109 5.544
H 0.782 -1.868 5.057
H 1.770 -1.950 2.770
H -4.287 0.719 0.290
Cl 2.609 2.811 -0.069
C 2.953 1.930 -1.554
C 3.141 2.680 -2.706
C 3.391 2.041 -3.906
C 3.452 0.653 -3.928
C 3.268 -0.072 -2.767
C 2.999 0.535 -1.531
C 2.739 -0.272 -0.324
H 3.068 3.760 -2.658
H 3.510 2.620 -4.813
H 3.611 0.132 -4.863
H 3.275 -1.156 -2.804
H 2.988 0.231 0.605
H 3.217 -1.257 -0.383
F 0.650 -0.940 -4.616
B -0.059 -0.505 -3.492
F 0.546 -1.092 -2.303
F 0.028 0.902 -3.327
F -1.406 -0.904 -3.539
*
```

## Properties
relative energy (zero: lowest compared OMol25 entry of this formula, charge and spin) = 1.99 kcal/mol
gap between HOMO and LUMO (alpha / beta) = 7.036 / 7.210 eV
<S²> = 0.76

natural (NBO) atomic charge list, values in e, 8 entries: 1.3422, 0.0774, -0.2000, -0.2697, -0.2407, 0.1005, 0.4254, -0.8590

[7]
DFT (ωB97M-V/def2-TZVPD) results for a molecular structure, C20H17Br2MnN5O3 at a distorted geometry.

Structure (ORCA input):
```
! wB97M-V def2-TZVPD RIJCOSX def2/J DEFGRID3
* xyz 2 4
Mn -0.442 0.467 0.390
C -2.502 0.135 3.249
C -1.033 -0.035 3.456
C -0.556 -0.215 4.766
C 0.780 -0.363 5.022
C 1.679 -0.327 3.945
C 3.106 -0.447 4.043
Br 3.902 -0.696 5.712
C 3.920 -0.386 2.922
C 3.382 -0.185 1.666
Br 4.460 -0.097 0.147
C 1.978 -0.029 1.511
O 1.406 0.218 0.406
C 1.134 -0.144 2.672
N -0.197 -0.020 2.416
H -2.961 0.526 4.153
H -2.963 -0.833 3.035
H -2.701 0.818 2.433
H -1.268 -0.219 5.579
H 1.143 -0.484 6.033
H 4.992 -0.489 3.027
N -1.016 -1.450 -0.329
C -2.358 -0.937 -0.495
C -3.427 -1.551 -1.104
C -4.611 -0.824 -1.194
C -4.666 0.464 -0.678
C -3.546 0.994 -0.067
N -2.418 0.289 0.031
H -0.993 -2.288 0.244
H -0.604 -1.700 -1.226
H -3.347 -2.551 -1.509
H -5.478 -1.264 -1.667
H -5.567 1.056 -0.751
H -3.546 1.986 0.366
C -0.230 5.816 1.928
N -0.187 4.681 1.005
C -0.090 4.860 -0.329
C -0.107 3.838 -1.232
C -0.259 2.551 -0.688
O -0.347 1.414 -1.285
N -0.339 2.383 0.654
C -0.275 3.396 1.571
O -0.293 3.213 2.769
H 0.235 6.683 1.468
H 0.295 5.560 2.841
H -1.263 6.055 2.182
H 0.010 5.886 -0.659
H 0.000 4.001 -2.292
*
```

## Properties
relative energy (zero: lowest compared OMol25 entry of this formula, charge and spin) = 0.00 kcal/mol
gap between HOMO and LUMO (alpha / beta) = 7.874 / 5.793 eV
<S²> = 3.79

natural (NBO) atomic charge list, values in e, 8 entries: 1.2613, -0.6585, 0.3322, -0.2079, -0.0623, -0.1342, 0.0258, 0.2521

[8]
DFT (ωB97M-V/def2-TZVPD) results for a molecular structure, C20H17Cl2F5MgN2O5S.

Structure (ORCA input):
```
! wB97M-V def2-TZVPD RIJCOSX def2/J DEFGRID3
* xyz 0 1
Mg -0.708 -0.167 -0.494
F -5.572 2.873 -3.903
C -4.846 1.851 -3.431
C -3.960 2.042 -2.392
F -3.810 3.257 -1.849
C -3.234 0.964 -1.931
F -2.379 1.231 -0.895
C -3.310 -0.326 -2.434
S -2.346 -1.651 -1.795
C -4.216 -0.466 -3.482
F -4.387 -1.660 -4.067
C -4.969 0.587 -3.974
F -5.822 0.391 -4.987
Cl 0.804 -5.879 3.795
C 0.731 -4.539 2.676
C 1.762 -4.378 1.739
C 1.737 -3.344 0.846
Cl 3.036 -3.171 -0.297
C 0.673 -2.393 0.810
O 0.665 -1.447 -0.047
C -0.345 -2.583 1.790
C -1.451 -1.662 1.931
O -1.643 -0.641 1.276
C -0.304 -3.653 2.702
H 2.585 -5.080 1.721
H -2.172 -1.906 2.725
H -1.101 -3.765 3.428
C 0.733 -1.082 -3.716
C 0.780 0.303 -3.156
N 1.533 1.223 -3.775
O 0.138 0.611 -2.152
H 1.401 -1.207 -4.567
H -0.298 -1.305 -3.994
H 0.993 -1.785 -2.924
H 2.069 0.996 -4.593
H 1.574 2.151 -3.391
O 2.154 1.526 0.066
C 1.127 1.849 0.817
O -0.013 1.495 0.585
C 1.441 2.671 2.042
N 2.886 2.921 2.089
C 3.436 2.376 3.350
C 2.462 1.258 3.695
C 1.112 1.865 3.314
H 0.844 3.581 1.974
H 3.116 3.894 1.946
H 2.913 1.990 0.516
H 3.442 3.136 4.137
H 4.457 2.027 3.205
H 2.514 0.972 4.743
H 2.672 0.370 3.093
H 0.768 2.546 4.094
H 0.326 1.133 3.138
*
```

## Properties
relative energy (zero: lowest compared OMol25 entry of this formula, charge and spin) = 1.69 kcal/mol
gap between HOMO and LUMO = 7.190 eV

natural (NBO) atomic charge list, values in e, 8 entries: 1.7498, -0.2930, 0.2357, 0.2732, -0.2942, 0.2814, -0.3525, -0.2388

| no. | molecular weight (g mol⁻¹) |
| --- | --- |
| 1 | 451.3 |
| 2 | 495.5 |
| 3 | 691.9 |
| 4 | 325.3 |
| 5 | 852.8 |
| 6 | 741.0 |
| 7 | 590.1 |
| 8 | 587.6 |